No. 1
Here is a 5-piece molecular cluster, C3H17NO4 overall in a non-equilibrium geometry from the OMol25 dataset. Energies are from the ωB97M-V functional and the def2-TZVPD basis.

Structure (XYZ):
```
25
Properties=species:S:1:pos:R:3:nbo_charge:R:1
C -0.82 -1.61 1.50 -0.6296
C -0.49 -0.18 1.83 -0.0567
C -1.71 0.73 1.60 -0.6273
N 0.12 -0.03 3.15 -0.8340
H -1.05 -2.13 2.44 0.1974
H -1.59 -1.95 0.81 0.2248
H 0.01 -2.19 1.05 0.2137
H 0.28 0.06 1.06 0.1632
H -2.39 0.69 2.45 0.2144
H -1.37 1.77 1.46 0.1880
H -2.08 0.54 0.60 0.2261
H -0.17 -0.74 3.81 0.3616
H -0.12 0.90 3.46 0.3577
O 3.87 -0.02 -0.95 -0.9353
H 3.55 -0.76 -1.46 0.4681
H 3.18 0.20 -0.33 0.4678
O -0.10 2.32 -0.92 -0.9484
H -0.03 2.04 0.00 0.4718
H 0.00 3.27 -0.94 0.4777
O -0.64 -1.78 -3.34 -0.9478
H -0.79 -1.99 -4.24 0.4723
H -0.68 -2.57 -2.79 0.4759
O 1.33 1.34 -3.29 -0.9417
H 0.49 1.24 -2.84 0.4815
H 1.19 0.86 -4.12 0.4588
```

As for the spin multiplicity: 1. As for the relative energy (zero: lowest compared OMol25 entry of this formula, charge and spin): 0.9948 eV. For the frontier orbital gap, the calculation gives 9.9 eV. The total energy is -480.17051 Ha. As for the LUMO energy: 0.016 Ha. As for the net charge: 0. The maximum force comes out at 2.8 eV Å⁻¹. The value obtained for the highest occupied orbital energy is -9.429 eV. As for the molar mass: 131.172 g/mol.



No. 2
Here is C26H20AsGdNO6 as an isolated structure in a non-equilibrium geometry from the OMol25 dataset. Energies are from the ωB97M-V functional and the def2-TZVPD basis.

Structure (XYZ):
```
55
Properties=species:S:1:pos:R:3:lowdin_spin:R:1
Gd -1.59 1.02 1.04 6.8026
O -2.23 0.63 7.56 0.0002
C -2.16 0.70 6.20 0.0004
C -2.82 -0.21 5.38 -0.0004
C -2.67 -0.06 4.02 -0.0004
N -1.93 0.91 3.51 -0.0139
C -1.30 1.79 4.28 -0.0004
C -1.39 1.72 5.66 -0.0004
C -0.55 2.88 3.52 -0.0010
O 0.01 3.75 4.17 -0.0002
O -0.62 2.77 2.24 -0.0156
C -3.38 -0.94 2.98 -0.0010
O -4.14 -1.80 3.39 -0.0002
O -3.11 -0.63 1.76 -0.0147
H -2.79 -0.12 7.81 0.0000
H -3.45 -1.01 5.76 -0.0001
H -0.88 2.45 6.27 -0.0001
C -1.51 1.20 -1.35 0.2054
H -1.27 2.15 -1.83 0.0098
H -2.31 0.68 -1.88 0.0087
O 0.07 -0.18 0.53 0.0046
As 0.16 0.03 -1.21 0.0078
C 1.22 1.60 -1.79 0.0019
C 1.82 1.63 -3.04 0.0012
C 2.50 2.76 -3.48 -0.0001
C 2.60 3.87 -2.66 0.0008
C 2.02 3.84 -1.40 -0.0001
C 1.33 2.72 -0.97 0.0005
C -0.81 -1.37 -2.19 0.0036
C -1.82 -2.09 -1.56 0.0011
C -2.54 -3.04 -2.26 -0.0001
C -2.27 -3.27 -3.61 0.0011
C -1.27 -2.56 -4.24 -0.0001
C -0.53 -1.62 -3.53 0.0017
C 1.89 -1.12 -1.23 -0.0017
C 1.85 -2.51 -1.36 -0.0001
C 2.99 -3.30 -1.22 0.0000
C 4.21 -2.70 -0.94 0.0000
C 4.27 -1.33 -0.79 0.0000
C 3.13 -0.55 -0.93 -0.0002
H 1.80 0.75 -3.68 0.0000
H 2.96 2.77 -4.47 0.0000
H 3.13 4.75 -3.00 0.0001
H 2.11 4.70 -0.74 0.0000
H 0.90 2.73 0.03 -0.0005
H -2.05 -1.93 -0.51 -0.0002
H -3.32 -3.60 -1.76 0.0000
H -2.84 -4.02 -4.15 0.0001
H -1.05 -2.74 -5.29 0.0000
H 0.28 -1.09 -4.03 0.0000
H 0.91 -3.02 -1.55 0.0000
H 2.92 -4.37 -1.32 0.0000
H 5.10 -3.31 -0.82 0.0000
H 5.21 -0.85 -0.55 0.0000
H 3.22 0.52 -0.79 0.0000
```

As for the spin multiplicity: 8. As for the relative energy (zero: lowest compared OMol25 entry of this formula, charge and spin): 0.0000 eV. For the frontier orbital gap (spin up / spin down), the calculation gives 7.3 / 6.9 eV. Its expectation value of S² is 16.071. The total energy is -4510.53192 Ha. As for the LUMO energy (spin up / spin down): 0.090 / 0.087 Ha. As for the net charge: -1. The maximum force comes out at 1.0 eV Å⁻¹. The value obtained for the highest occupied orbital energy (spin up / spin down) is -4.820 / -4.508 eV. As for the molar mass: 674.619 g/mol.



No. 3
Here is a 8-piece molecular cluster, C31H45BN7O3P2S overall in a non-equilibrium geometry from the OMol25 dataset. Energies are from the ωB97M-V functional and the def2-TZVPD basis.

Structure (XYZ):
```
90
Properties=species:S:1:pos:R:3:mulliken_charge:R:1
C 5.46 2.44 -1.51 -0.9937
P 5.12 0.73 -2.24 -0.0289
O 6.26 -0.26 -1.45 -0.4486
C 3.48 0.23 -1.50 0.9259
C 3.55 -1.09 -0.59 -0.3540
O 2.30 -1.75 -0.76 -0.5934
B 1.51 -0.70 -1.41 1.0012
P -0.30 -1.06 -1.98 0.0551
S -1.37 -1.34 -0.32 -0.5887
O 2.48 -0.15 -2.41 -0.6947
H 4.99 3.22 -2.12 0.3222
H 5.10 2.48 -0.47 0.1670
H 6.55 2.58 -1.52 0.4109
H 7.09 0.20 -1.34 0.2442
H 3.17 1.12 -0.91 -0.4594
H 3.75 -0.85 0.46 0.0798
H 4.24 -1.84 -0.99 0.3377
H 1.37 0.18 -0.59 -0.2949
H -0.85 0.09 -2.63 0.0276
H -0.46 -2.19 -2.82 0.0733
N -3.47 -3.16 -2.52 0.1833
C -3.94 -2.75 -3.74 -0.6030
C -4.82 -3.69 -4.19 -0.3714
C -4.90 -4.71 -3.21 -0.6615
C -4.05 -4.35 -2.19 -0.4112
H -2.80 -2.66 -1.95 0.0844
H -3.60 -1.82 -4.17 0.3572
H -5.36 -3.66 -5.13 0.5220
H -5.50 -5.61 -3.24 0.3864
H -3.81 -4.84 -1.26 0.3683
N 1.82 3.59 0.73 0.2748
C 2.01 4.94 0.86 -0.6398
C 1.02 5.58 0.15 -0.4189
C 0.20 4.57 -0.43 -0.5435
C 0.72 3.36 -0.05 -0.4855
H 2.39 2.88 1.14 0.1394
H 2.82 5.33 1.45 0.3899
H 0.90 6.64 0.06 0.4047
H -0.66 4.72 -1.05 0.4155
H 0.41 2.35 -0.27 0.4333
N 5.29 -0.17 3.46 0.0534
C 5.19 -0.84 4.65 -0.4555
C 5.73 -2.09 4.48 0.0768
C 6.18 -2.17 3.14 -0.9887
C 5.90 -0.98 2.53 -0.5496
H 4.98 0.76 3.29 0.1669
H 4.74 -0.38 5.52 0.3271
H 5.80 -2.86 5.23 0.3340
H 6.66 -3.02 2.66 0.4085
H 6.08 -0.63 1.53 0.5715
N -7.59 -1.55 -6.26 0.0597
C -7.66 -2.48 -7.26 -0.4656
C -7.90 -1.81 -8.43 -0.4719
C -7.96 -0.43 -8.13 -0.4781
C -7.76 -0.30 -6.78 -0.1135
H -7.42 -1.75 -5.29 0.2414
H -7.55 -3.53 -7.05 0.3846
H -8.02 -2.27 -9.40 0.4035
H -8.13 0.38 -8.82 0.3911
H -7.73 0.58 -6.15 0.0462
N 2.97 1.95 4.97 0.1974
C 2.22 1.53 6.04 -0.2916
C 1.29 2.51 6.31 -0.6125
C 1.48 3.54 5.36 -0.5716
C 2.52 3.17 4.55 -0.3648
H 3.72 1.43 4.56 0.1712
H 2.41 0.59 6.52 0.3346
H 0.56 2.48 7.09 0.3902
H 0.92 4.46 5.27 0.3971
H 2.98 3.66 3.71 0.3870
N 3.79 -3.74 7.23 0.0778
C 5.00 -3.66 7.87 -0.3570
C 5.16 -4.81 8.61 -0.5743
C 4.01 -5.61 8.40 -0.3809
C 3.18 -4.93 7.54 -0.5450
H 3.41 -3.04 6.62 0.1963
H 5.63 -2.80 7.75 0.4202
H 6.01 -5.04 9.22 0.4068
H 3.81 -6.58 8.83 0.3875
H 2.22 -5.18 7.13 0.3744
N -8.35 3.31 -4.69 0.0067
C -8.04 4.62 -4.48 -0.5035
C -6.95 4.67 -3.64 -0.3769
C -6.60 3.33 -3.33 -0.5713
C -7.48 2.52 -3.99 -0.4255
H -9.10 2.97 -5.26 0.2118
H -8.61 5.41 -4.95 0.3674
H -6.47 5.57 -3.29 0.3871
H -5.79 3.01 -2.70 0.4241
H -7.55 1.44 -4.03 0.4828
```

As for the spin multiplicity: 1. For the frontier orbital gap, the calculation gives 7.0 eV. The total energy is -2923.05072 Ha. As for the LUMO energy: 0.073 Ha. As for the net charge: -1. The maximum force comes out at 1.6 eV Å⁻¹. The value obtained for the highest occupied orbital energy is -5.052 eV. As for the molar mass: 668.574 g/mol.



No. 4
Here is C55H45AsN4ORbS as an isolated structure from the OMol25 dataset. Energies are from the ωB97M-V functional and the def2-TZVPD basis.

Structure (XYZ):
```
108
Properties=species:S:1:pos:R:3:mulliken_charge:R:1
Rb 1.00 -1.74 -0.40 0.7695
C -7.26 -2.23 -0.14 -0.3245
C -6.81 -0.92 -0.25 -0.8905
C -5.45 -0.65 -0.27 0.2455
C -4.52 -1.69 -0.19 -0.5751
C -4.98 -2.99 -0.07 0.2847
C -6.35 -3.26 -0.05 -0.8019
C -3.05 -1.40 -0.21 0.9731
C -2.49 -1.13 -1.47 -0.0162
C -3.25 -1.09 -2.72 -1.4760
C -2.39 -0.69 -3.68 -1.2230
C -1.10 -0.49 -3.02 -0.0315
C 0.05 0.02 -3.65 1.0909
C 0.00 0.15 -5.14 -0.3805
C -0.21 -0.97 -5.95 -0.0696
C -0.27 -0.85 -7.33 -0.8320
C -0.11 0.39 -7.93 -0.4047
C 0.10 1.51 -7.14 -0.8539
C 0.15 1.39 -5.76 0.0362
C 1.24 0.45 -3.02 0.3605
N 1.41 0.59 -1.69 -0.0073
C 2.71 0.92 -1.48 0.3053
C 3.34 1.04 -0.22 1.7974
C 4.78 1.43 -0.24 -0.6466
C 5.19 2.69 -0.66 -0.1958
C 6.53 3.04 -0.67 -0.7878
C 7.49 2.13 -0.25 -0.4676
C 7.10 0.86 0.16 -0.8461
C 5.75 0.52 0.17 0.1565
C 2.77 0.79 1.04 0.0210
C 3.43 1.03 2.32 -1.6105
C 2.55 0.67 3.28 -1.4180
C 1.35 0.20 2.60 -0.3523
N 1.53 0.30 1.26 1.0598
C 0.19 -0.29 3.23 1.1026
C -0.97 -0.78 2.59 -0.1551
C -2.25 -0.94 3.27 -1.4441
C -3.15 -1.25 2.31 -1.2461
C -2.42 -1.28 1.05 -0.2416
N -1.11 -1.04 1.27 0.6981
C 0.15 -0.22 4.72 -0.3536
C 0.01 -1.38 5.48 -0.0524
C -0.03 -1.32 6.87 -0.7959
C 0.06 -0.10 7.52 -0.4195
C 0.19 1.06 6.77 -0.9227
C 0.23 1.00 5.38 0.0281
C 3.40 1.05 -2.76 -1.6723
C 2.48 0.77 -3.72 -1.5994
N -1.21 -0.79 -1.71 1.0923
H -8.33 -2.43 -0.12 0.3533
H -7.52 -0.10 -0.31 0.3754
H -5.09 0.37 -0.35 0.5309
H -4.26 -3.80 -0.01 0.4638
H -6.69 -4.29 0.03 0.3559
H -4.30 -1.30 -2.83 0.4675
H -2.60 -0.52 -4.72 0.4802
H -0.34 -1.94 -5.48 0.4263
H -0.43 -1.73 -7.94 0.3685
H -0.16 0.48 -9.01 0.3643
H 0.21 2.48 -7.60 0.3895
H 0.32 2.26 -5.14 0.3880
H 4.44 3.41 -0.98 0.4415
H 6.83 4.03 -0.99 0.3811
H 8.54 2.39 -0.26 0.3525
H 7.84 0.14 0.48 0.4040
H 5.44 -0.47 0.48 0.4410
H 4.42 1.43 2.46 0.5512
H 2.70 0.71 4.35 0.6155
H -2.45 -0.76 4.31 0.4768
H -4.22 -1.39 2.43 0.4503
H -0.06 -2.33 4.97 0.4224
H -0.14 -2.23 7.44 0.3773
H 0.02 -0.05 8.60 0.3656
H 0.25 2.03 7.26 0.3853
H 0.32 1.91 4.79 0.5311
H 4.44 1.29 -2.91 0.5557
H 2.64 0.74 -4.79 0.5736
C 3.53 -3.03 2.25 -0.7437
C 3.38 -3.52 0.83 0.5528
O 3.95 -2.95 -0.07 -0.5704
C 2.49 -4.69 0.51 0.4651
C 2.63 -5.29 -0.74 -0.3270
C 1.78 -6.32 -1.12 -0.5866
C 0.77 -6.74 -0.26 -0.3612
C 0.61 -6.13 0.98 -0.8732
C 1.48 -5.11 1.37 -0.1110
H 3.19 -2.00 2.30 -0.0194
H 4.60 -3.03 2.49 0.3719
H 3.01 -3.63 2.99 0.4576
H 3.40 -4.93 -1.40 0.4564
H 1.90 -6.79 -2.09 0.3802
H 0.09 -7.53 -0.56 0.3986
H -0.19 -6.44 1.64 0.4066
H 1.33 -4.63 2.32 0.1845
C -0.98 2.69 -1.75 -0.2050
As -0.65 4.01 -0.41 0.6388
C 0.03 5.52 -1.42 -1.1594
C 0.86 3.38 0.59 0.0070
S -2.29 4.55 0.76 -0.5516
H -0.18 2.68 -2.48 0.0530
H -1.93 2.95 -2.22 0.4248
H -1.03 1.71 -1.29 -0.3951
H 0.95 5.24 -1.94 0.3612
H 0.23 6.34 -0.74 0.3527
H -0.72 5.82 -2.14 0.3448
H 1.71 3.21 -0.07 -0.1587
H 0.58 2.42 1.05 -0.4065
H 1.11 4.11 1.36 0.4167
```

As for the spin multiplicity: 1. As for the relative energy (zero: lowest compared OMol25 entry of this formula, charge and spin): 0.0433 eV. For the frontier orbital gap, the calculation gives 5.3 eV. The total energy is -5075.27209 Ha. As for the LUMO energy: 0.063 Ha. As for the net charge: -1. The maximum force comes out at 0.6 eV Å⁻¹. The value obtained for the highest occupied orbital energy is -3.569 eV. As for the molar mass: 970.449 g/mol.



Q: What is the maximum force in the fourth record?
A: 0.6 eV Å⁻¹



Q: Which value of net charge does entry 2 give?
A: -1



Q: Which formula does entry 4 have?
A: C55H45AsN4ORbS



Q: maximum force of number 1 (C3H17NO4)?
A: 2.8 eV Å⁻¹